#i
Entry from the OMol25 dataset: a 2-piece molecular cluster, C3H12N4 overall (ωB97M-V with the def2-TZVPD basis set).

Last columns: bonded neighbours and bond lengths (Å).
Cartesian coordinates (Å):
1 H -3.98 -0.11 -0.19  N2 1.057
2 N -3.71 0.40 0.69  H1 1.057, C3 1.341
3 C -2.44 0.78 0.45  N2 1.341, N4 1.347, H6 1.086
4 N -1.44 0.60 1.33  C3 1.347, C5 1.468, H7 1.027
5 C -0.42 1.65 1.35  N4 1.468, H8 1.102, H9 1.109, H10 1.079
6 H -2.21 1.16 -0.54  C3 1.086
7 H -1.80 0.39 2.27  N4 1.027
8 H 0.47 1.30 1.88  C5 1.102
9 H -0.06 1.91 0.33  C5 1.109
10 H -0.80 2.58 1.76  C5 1.079
11 N 1.57 -2.16 -1.80  C12 1.471, H14 1.008, H15 1.006
12 C 2.42 -1.37 -0.90  N11 1.471, N13 1.474, H16 1.142, H17 1.151
13 N 1.85 -0.12 -0.37  C12 1.474, H18 1.001, H19 1.011
14 H 0.78 -2.51 -1.28  N11 1.008
15 H 1.10 -1.57 -2.47  N11 1.006
16 H 2.75 -2.08 -0.06  C12 1.142
17 H 3.36 -1.01 -1.46  C12 1.151
18 H 1.56 0.48 -1.12  N13 1.001
19 H 1.00 -0.30 0.15  N13 1.011

Summary:
SMILES: [H]/N=C/NC.NCN
spin multiplicity: 1
Kohn-Sham gap: 0.35315 Ha
LUMO level: 0.713 eV

Here are the natural (NBO) charges for atoms 1 to 8, given in e: number 1, H, carries 0.34; number 2, N, carries -0.77; number 3, C, carries 0.30; number 4, N, carries -0.59; number 5, C, carries -0.43; number 6, H, carries 0.14; number 7, H, carries 0.40; number 8, H, carries 0.22

---

#ii
Entry from the OMol25 dataset: a 2-piece molecular cluster, C3H12N4 overall (ωB97M-V with the def2-TZVPD basis set).

Last columns: bonded neighbours and bond lengths (Å).
Cartesian coordinates (Å):
1 H -0.28 -2.35 0.02  N2 1.021
2 N 0.38 -1.95 -0.64  H1 1.021, N3 1.266
3 N 1.16 -1.19 0.00  N2 1.266, N4 1.318
4 N 2.04 -0.55 -0.75  N3 1.318, C5 1.434, H6 1.020
5 C 3.24 -0.03 -0.17  N4 1.434, H7 1.089, H8 1.095, H9 1.095
6 H 1.95 -0.61 -1.77  N4 1.020
7 H 3.20 -0.19 0.91  C5 1.089
8 H 3.32 1.05 -0.36  C5 1.095
9 H 4.13 -0.52 -0.58  C5 1.095
10 C -2.57 0.10 1.20  N11 1.442, H13 1.092, H14 1.103, H15 1.091
11 N -1.39 0.19 0.38  C10 1.442, C12 1.444, H16 1.074
12 C -1.49 1.21 -0.64  N11 1.444, H17 1.102, H18 1.089, H19 1.092
13 H -3.40 -0.25 0.57  C10 1.092
14 H -2.87 1.05 1.66  C10 1.103
15 H -2.41 -0.64 1.99  C10 1.091
16 H -0.47 0.28 0.92  N11 1.074
17 H -1.74 2.21 -0.24  C12 1.102
18 H -0.53 1.28 -1.16  C12 1.089
19 H -2.26 0.92 -1.35  C12 1.092

Summary:
SMILES: [H]/N=N/NC.CNC
spin multiplicity: 1
Kohn-Sham gap: 0.34077 Ha
LUMO level: 1.047 eV

Here are the natural (NBO) charges for atoms 1 to 8, given in e: number 1, H, carries 0.33; number 2, N, carries -0.46; number 3, N, carries 0.00; number 4, N, carries -0.43; number 5, C, carries -0.41; number 6, H, carries 0.37; number 7, H, carries 0.22; number 8, H, carries 0.19

---

Most favorable structure: #i. The second most favorable one is 0.951 eV above it.